Entry 1:
{"formula": "C19H31F9OP2Pt", "method": "ωB97M-V/def2-TZVPD", "spin_multiplicity": 5, "charge": 2, "s_squared": 6.01, "e_above_lowest_kcal_mol": 147.72, "orbital_gap_ev": [5.27, 6.53], "lumo_ha": [-0.201, -0.303], "species": ["Pt", "P", "P", "F", "F", "F", "F", "F", "F", "F", "F", "F", "O", "C", "C", "C", "C", "C", "C", "C", "C", "C", "C", "C", "C", "C", "C", "C", "C", "C", "C", "C", "H", "H", "H", "H", "H", "H", "H", "H", "H", "H", "H", "H", "H", "H", "H", "H", "H", "H", "H", "H", "H", "H", "H", "H", "H", "H", "H", "H", "H", "H", "H"], "xyz": [[0.206107, -1.056842, -2.291395], [0.453075, -3.196941, -1.968598], [-0.223975, 2.882790, -1.429713], [-2.592568, 0.883048, 0.123929], [1.231680, 3.012007, 2.017641], [-1.378956, -0.227209, 1.576198], [-2.656281, 3.714146, 0.988834], [-1.345323, 3.636757, 2.743015], [-2.745681, 1.333859, 2.268809], [0.218480, 1.613529, 3.369143], [-0.693825, 4.588831, 0.884088], [1.183847, 0.854532, 1.517306], [-0.122361, 1.924078, -0.209350], [1.618024, -0.670510, -6.316240], [1.230983, 0.847112, -6.473881], [-1.782231, 0.663578, -6.151316], [-0.783986, 2.139180, 1.105307], [-1.890973, 3.310600, -1.855228], [-0.527522, -1.493019, -5.415706], [0.806061, -1.454695, -5.372938], [-1.416499, -0.841057, -6.401808], [0.226122, 1.812959, -2.723658], [0.449690, 1.435438, -5.436796], [2.035578, -3.367377, -2.899342], [-1.885070, 1.006455, 1.274126], [-1.269152, -3.733357, -2.456580], [0.456308, 1.884682, 2.053045], [-0.020336, 0.567821, -3.427116], [-0.913432, 1.402070, -5.281224], [-1.374221, 3.528615, 1.397083], [1.118094, 4.049551, -1.502583], [0.436099, -2.011528, -0.124356], [0.907115, -3.026264, -0.014571], [1.224768, 4.626358, -0.592512], [2.558681, -2.373185, -3.000531], [2.667863, -4.081444, -2.298102], [-1.972727, 3.923797, -2.775400], [1.260102, 2.101704, -2.871339], [-2.384988, -1.370886, -6.419894], [-0.489903, -1.996009, 0.453231], [0.835501, 0.248284, -4.059571], [1.688334, -1.065445, -7.354111], [-0.338473, 2.447173, -3.383602], [-1.861622, 1.162231, -7.127183], [-1.472211, 2.093308, -4.678324], [-1.947718, -2.859775, -2.452631], [-2.776806, 0.671751, -5.692493], [1.373067, -2.197525, -4.841033], [-2.435668, 2.369513, -2.069443], [2.052714, 3.491158, -1.656744], [1.026895, 4.740693, -2.342172], [1.050603, 2.002223, -4.780008], [-1.011006, -0.894917, -7.416376], [1.862448, -3.799945, -3.911956], [1.149928, -1.268116, 0.223309], [-2.401528, 3.843776, -1.059943], [0.691981, 0.974220, -7.410196], [2.187624, 1.391534, -6.502647], [-1.556788, -4.441532, -1.660829], [-1.068100, -2.130413, -4.750310], [-0.988422, 0.309985, -3.899100], [-1.272616, -4.226120, -3.429644], [2.650794, -0.685537, -5.937271]], "forces_ev_per_a": [[-0.2, 0.1, 1.9], [-0.4, -1.1, -1.3], [0.1, -1.2, -1.4], [0.7, 0.3, 0.7], [-0.7, -1.2, -0.2], [-0.2, 2.0, -0.5], [1.0, -0.7, 0.3], [-0.2, 0.1, -1.2], [1.1, -0.2, -1.1], [-0.2, 0.2, -2.4], [0.0, -1.3, -0.1], [-0.9, 1.3, 1.0], [-1.8, 0.6, 3.3], [1.3, 1.0, -0.7], [1.1, -1.2, -1.6], [-1.5, -1.6, -0.7], [1.3, -1.8, -0.5], [-1.0, 0.6, -0.1], [0.3, -0.6, -0.1], [-0.9, -1.1, -1.5], [-0.7, 0.8, -0.9], [0.7, 1.8, -1.4], [-0.8, 1.4, 0.4], [1.1, -1.5, -0.5], [-1.1, -1.0, 0.8], [0.2, -0.9, 0.2], [1.6, -0.2, 1.3], [-0.1, -1.5, 1.3], [0.9, 1.6, -1.5], [-1.1, 1.8, 1.7], [0.3, 0.5, 0.2], [0.1, 0.0, 1.5], [-0.1, 0.8, 0.7], [-0.1, 0.2, 0.2], [-0.6, -1.0, 0.3], [-0.3, 0.7, -0.8], [0.4, -0.2, 0.5], [0.3, -0.3, -0.1], [0.5, 0.1, -0.1], [0.1, -0.1, -0.2], [-0.5, 0.1, 0.5], [-0.2, -0.2, 0.7], [0.3, 1.6, -1.0], [-0.1, 0.1, 0.2], [0.3, 0.5, 0.4], [0.4, -0.4, 0.1], [0.0, 0.2, -0.3], [-0.3, 0.2, 0.5], [0.4, 0.3, 0.4], [-0.4, 0.0, 0.2], [-0.3, 0.0, 0.0], [0.1, 1.2, 0.2], [0.1, -0.2, 0.1], [0.3, 0.1, 0.7], [0.2, 0.0, 0.0], [-0.2, 0.0, -0.1], [0.1, 0.0, -0.3], [-0.5, -0.1, -0.4], [-0.3, 0.2, -0.5], [0.0, -0.5, 0.5], [0.2, 0.0, 0.8], [-0.1, -0.1, 0.1], [-0.2, 0.0, -0.2]], "lowdin_charge": [0.82, 0.72, 0.82, 0.16, 0.16, 0.16, 0.16, 0.20, 0.19, 0.19, 0.15, 0.14, -0.15, -0.13, -0.12, -0.14, -0.07, -0.10, -0.12, -0.15, -0.12, -0.34, -0.11, -0.30, -0.46, -0.27, -0.45, -0.40, -0.12, -0.51, -0.09, -0.28, 0.00, 0.07, 0.05, 0.06, 0.10, 0.10, 0.13, 0.01, 0.07, 0.15, 0.05, 0.15, 0.12, 0.04, 0.13, 0.06, 0.10, 0.09, 0.10, 0.10, 0.13, 0.05, 0.00, 0.06, 0.13, 0.14, 0.05, 0.08, 0.09, 0.04, 0.12]}

***

Entry 2:
{"formula": "C19H31I2N9OPb", "method": "ωB97M-V/def2-TZVPD", "spin_multiplicity": 1, "charge": 2, "e_above_lowest_kcal_mol": 1.06, "orbital_gap_ev": 7.97, "lumo_ha": -0.180, "species": ["Pb", "I", "I", "O", "N", "N", "N", "N", "N", "N", "N", "N", "N", "C", "C", "C", "C", "C", "C", "C", "C", "C", "C", "C", "C", "C", "C", "C", "C", "C", "C", "C", "H", "H", "H", "H", "H", "H", "H", "H", "H", "H", "H", "H", "H", "H", "H", "H", "H", "H", "H", "H", "H", "H", "H", "H", "H", "H", "H", "H", "H", "H", "H"], "xyz": [[-0.336735, 0.086100, -1.147722], [1.134137, -5.600717, -1.272848], [6.799085, -3.681310, -1.520527], [0.690310, -2.469439, -0.755734], [-1.723165, 3.659534, -1.129686], [-0.452796, -3.514915, 1.857562], [0.137764, 2.387900, -0.469383], [-3.918131, 3.197954, -1.547624], [0.249154, 4.717860, -0.613858], [-2.182180, -1.806025, -0.705445], [-0.387884, -0.291726, 1.285960], [-2.399813, 1.431278, -1.427367], [2.429121, -0.383918, -0.774544], [5.172836, -0.766088, -1.152111], [1.701924, 4.719178, -0.499900], [-1.621692, -0.456163, 2.132615], [3.275078, 0.622635, -0.791708], [-0.404452, 3.543783, -0.720369], [2.927917, -1.640437, -0.947509], [4.317147, -1.886365, -1.136639], [4.655532, 0.486049, -0.978157], [3.860433, -4.251088, -1.340474], [-3.049264, -1.843845, 0.511776], [-2.899792, -0.539366, 1.299668], [-1.715355, -3.028083, 2.451332], [-1.551311, -1.646856, 3.094857], [2.014040, -2.728075, -0.948403], [-0.434455, 6.010171, -0.578296], [2.491104, -3.998499, -1.165500], [-2.866487, -3.058283, 1.436730], [-2.679545, 2.691006, -1.363649], [4.758872, -3.222525, -1.311709], [-4.676412, 2.597568, -1.815734], [-1.702570, 0.445890, 2.740369], [2.131567, 3.958550, -1.151728], [-0.624348, -1.613133, 3.675253], [-1.635636, -2.655427, -0.805988], [2.038668, 4.559037, 0.528473], [6.232504, -0.906967, -1.316756], [1.054141, 2.497312, -0.055838], [4.198206, -5.265217, -1.502365], [-4.087303, -1.898007, 0.176705], [-2.809378, -3.977611, 0.845716], [-0.576275, -4.494567, 1.605716], [-2.773743, -1.768710, -1.529323], [-3.749936, -0.438864, 1.977960], [-2.369612, -1.531125, 3.807909], [-1.338071, 5.958797, 0.030084], [0.166448, -1.142572, 1.324049], [2.853177, 1.613962, -0.667987], [-2.922215, 0.305708, 0.612066], [5.289366, 1.361503, -0.986734], [0.187522, 0.444537, 1.683061], [-2.017416, 4.599404, -1.330378], [-3.784977, -3.131553, 2.022180], [-3.225209, 0.874784, -1.620863], [2.076246, 5.683468, -0.831749], [0.376364, -2.879222, 0.118094], [-1.995307, -3.716505, 3.253302], [0.271949, -3.511892, 2.571439], [-4.126031, 4.175181, -1.440253], [-0.675145, 6.379959, -1.579477], [0.222042, 6.735967, -0.108548]], "forces_ev_per_a": [[0.2, -0.3, -0.5], [0.2, 0.2, 0.1], [-0.3, 0.1, 0.0], [-0.7, -0.2, 1.2], [0.0, 0.1, 0.1], [0.2, 0.3, -0.5], [-0.1, 0.0, 0.1], [0.1, 0.1, 0.0], [-0.1, 0.0, 0.0], [-0.1, -0.1, 0.2], [-0.1, 0.0, 0.1], [0.0, 0.2, 0.1], [0.1, 0.2, 0.2], [0.0, 0.1, 0.0], [0.0, 0.0, 0.1], [-0.2, 0.0, 0.1], [-0.1, -0.1, 0.0], [0.2, 0.0, 0.1], [0.1, -0.1, 0.0], [-0.3, 0.1, 0.0], [0.1, 0.0, 0.0], [0.3, 0.0, 0.0], [-0.1, 0.1, 0.2], [0.2, -0.1, -0.1], [-0.1, 0.0, 0.0], [0.2, 0.0, -0.2], [0.6, -0.5, 0.0], [0.0, 0.0, -0.1], [-0.7, 0.0, 0.0], [0.2, 0.0, -0.1], [-0.2, -0.3, -0.1], [0.3, -0.2, 0.0], [0.0, 0.0, 0.0], [0.1, 0.0, 0.0], [0.0, 0.0, 0.0], [0.0, 0.0, 0.0], [0.0, -0.1, 0.0], [0.0, 0.0, 0.0], [0.0, 0.0, 0.0], [0.0, 0.1, 0.0], [0.0, 0.0, 0.0], [0.0, 0.0, -0.1], [0.0, 0.0, 0.0], [0.1, 0.1, -0.1], [0.0, -0.1, 0.0], [0.0, 0.0, 0.0], [0.0, 0.1, 0.0], [0.0, 0.0, 0.0], [0.0, 0.0, 0.0], [0.0, 0.0, 0.0], [-0.1, 0.0, 0.1], [0.0, 0.0, 0.0], [0.0, -0.1, 0.0], [0.0, 0.0, -0.1], [0.0, 0.0, 0.0], [-0.1, 0.1, 0.0], [0.0, 0.0, 0.0], [0.2, 0.2, -0.9], [-0.1, 0.0, 0.0], [0.0, 0.0, 0.0], [0.0, 0.0, 0.0], [0.0, 0.0, 0.0], [0.0, 0.0, 0.0]], "lowdin_charge": [1.41, 0.98, 1.00, -0.21, 0.17, 0.05, 0.00, 0.19, -0.14, -0.01, -0.01, -0.02, 0.03, -0.02, -0.03, -0.32, -0.13, -0.41, -0.15, -0.19, -0.02, -0.21, -0.33, -0.13, -0.36, -0.10, -0.34, -0.02, -0.60, -0.09, -0.48, -0.63, 0.12, 0.15, 0.09, 0.13, 0.06, 0.11, 0.07, 0.02, 0.09, 0.14, 0.13, 0.08, 0.09, 0.14, 0.13, 0.10, 0.05, 0.08, 0.08, 0.12, 0.09, 0.12, 0.13, 0.06, 0.10, 0.06, 0.14, 0.10, 0.12, 0.11, 0.10]}

***

Here are the calculated F_max numbers, same order: 0.074 0.028 (hartree/bohr).